C2H6OS2 | wB97M-V/def2-TZVPD

The spin multiplicity is 1. The total energy is -25888.3773 eV.

Last column: Löwdin charge in e.
Atoms and positions in Å:
C -0.030344 -1.397185 0.613724  -0.073
C -1.027613 -0.311858 0.315279  -0.398
O -1.878489 -0.417521 -0.554655  -0.012
H 0.939408 -1.205202 0.132329  0.065
H -0.466190 -2.380376 0.234812  0.101
H 0.144617 -1.461577 1.761427  0.106
H -0.914130 0.613593 0.932797  0.084
S 1.081702 2.396535 -0.098133  0.219
S 0.681418 1.426463 -1.912582  0.231
H 2.150766 1.557850 0.253678  -0.162
H -0.681146 1.179278 -1.678677  -0.162

Atoms 1-6, force components in eV/Å:
-0.5014 -1.4108 1.3758
-0.3999 -0.1329 -0.5680
0.8195 0.2898 1.0935
-0.3166 0.0562 0.0816
0.7596 1.2367 0.4865
-0.2439 0.0883 -1.9282

C3H8N2OS | wB97M-V/def2-TZVPD

The spin multiplicity is 1. The total energy is -19103.5919 eV.

Last column: Löwdin charge in e.
Atoms and positions in Å:
N -0.207110 -1.758152 -1.019904  0.149
C -1.404307 -1.137600 -0.753379  -0.635
O -2.314124 -1.107119 -1.548452  0.059
N -1.454186 -0.524746 0.490919  0.045
C -0.242687 0.027999 1.113279  -0.247
C 0.535185 1.107532 0.290015  -0.590
S 2.194154 1.629900 0.680434  0.727
H -0.024798 -1.852248 -2.010227  0.108
H 0.686046 -1.895808 -0.584692  0.095
H -2.283532 -0.013153 0.736329  0.130
H 0.371369 -0.852460 1.338965  0.103
H -0.613761 0.550812 1.999972  0.114
H -0.137150 1.968778 0.242551  0.078
H 0.405541 0.725817 -0.725467  0.054
H 3.072138 0.679467 0.589938  -0.190

Atoms 1-6, force components in eV/Å:
0.7306 -0.6963 -2.0900
0.3188 0.8701 1.0587
-0.1209 -0.2344 -0.1400
0.7309 0.6085 -0.0158
0.0947 -0.0702 0.4990
-1.8288 -1.9718 -1.3603

C5H8N2 | wB97M-V/def2-TZVPD

The spin multiplicity is 1. The total energy is -8293.3163 eV.

Last column: Löwdin charge in e.
Atoms and positions in Å:
C -1.937662 0.118847 -0.078752  -0.045
C -0.526808 -0.264226 -0.443796  -0.301
C 0.596815 0.719333 -0.530777  -0.251
C 0.406353 2.122825 -0.212964  -0.167
N 0.239672 3.236011 0.059987  0.149
N 0.476002 -0.193425 0.590429  -0.086
C 1.475209 -1.247177 0.716355  -0.073
H -1.936809 0.863174 0.722658  0.084
H -2.477946 0.531676 -0.936254  0.082
H -2.476467 -0.766512 0.272786  0.078
H -0.427211 -1.088736 -1.158058  0.142
H 1.366899 0.529319 -1.281324  0.145
H 1.191935 -2.145435 0.156445  0.082
H 1.581693 -1.509258 1.772369  0.079
H 2.448328 -0.906416 0.350892  0.083

Atoms 1-6, force components in eV/Å:
-0.0117 0.0232 0.0219
-0.1562 -0.0729 -0.0917
0.1047 0.1399 -0.1132
-0.2281 1.1062 0.2727
0.1838 -1.1876 -0.3547
0.0146 -0.0174 0.1120

C29H38Cl2HgN5O2Se2Si3 | wB97M-V/def2-TZVPD

The total charge is -2. The spin multiplicity is 2. The total energy is -225786.5396 eV.

Last column: Löwdin charge in e.
Atoms and positions in Å:
Hg -0.253040 0.185724 0.464364  0.858
Se -1.741947 8.393758 -0.254721  0.837
N -0.216786 7.405883 -0.168985  -0.313
C -0.642726 6.143578 -0.104124  -0.396
C 0.265018 5.018809 -0.019027  -0.095
C 1.656501 5.205917 0.033383  -0.019
C 2.479989 4.120468 0.126367  -0.052
C 1.914942 2.836302 0.142868  -0.168
N 0.614815 2.627862 0.074199  0.032
C -0.216528 3.694706 0.021639  -0.161
C -1.643326 3.464033 0.033158  -0.161
N -2.073471 2.194618 0.138865  0.084
C -3.359535 1.959818 0.205788  -0.184
C -4.330165 2.969710 0.154369  -0.060
C -3.914228 4.266594 0.036180  -0.021
C -2.537581 4.555267 -0.021034  -0.099
C -2.052410 5.908817 -0.113237  -0.402
N -2.869388 6.968192 -0.187786  -0.319
H 2.038366 6.219457 0.010487  0.102
H 3.555329 4.230022 0.185360  0.097
H 2.534618 1.952235 0.211867  0.083
H -3.640703 0.923374 0.300323  0.055
H -5.381576 2.713391 0.211886  0.094
H -4.612055 5.094110 -0.002976  0.101
C -4.204107 -3.206590 1.529630  -0.192
Si -2.826934 -1.908805 1.586670  0.404
C -3.678854 -0.404875 2.311481  -0.194
C -1.630378 -2.525395 2.888649  -0.184
C -1.880388 -1.709688 -0.000723  -0.384
C -0.764711 -2.707003 0.056947  -0.478
C -0.910004 -4.099935 -0.092057  -0.072
C 0.204781 -4.916934 -0.037166  -0.081
C 1.460700 -4.358248 0.175164  -0.074
C 1.535461 -2.985121 0.327156  -0.114
N 0.456656 -2.204943 0.269114  0.052
Si -2.688631 -1.904882 -1.665817  0.418
C -1.410975 -2.380858 -2.952952  -0.198
C -3.618810 -0.447321 -2.395368  -0.189
C -3.969419 -3.302187 -1.803907  -0.193
H -4.627320 -3.341139 2.534558  0.025
H -3.831788 -4.179484 1.183508  0.022
H -5.019232 -2.903191 0.862855  0.008
H -3.995816 -0.657027 3.329202  0.030
H -4.572322 -0.106242 1.751678  0.024
H -3.001604 0.455284 2.369291  0.020
H -2.102416 -2.534346 3.878123  0.024
H -0.751713 -1.870339 2.928789  -0.006
H -1.281117 -3.541246 2.663505  0.038
H -1.896165 -4.521161 -0.250055  0.087
H 0.095640 -5.990023 -0.159983  0.097
H 2.355306 -4.967129 0.212935  0.092
H 2.475547 -2.468368 0.493861  0.114
H -0.723325 -1.556720 -3.159468  -0.053
H -1.905143 -2.659310 -3.892970  0.033
H -0.804570 -3.230619 -2.623292  0.022
H -3.008890 0.460094 -2.438515  0.024
H -4.540787 -0.215339 -1.850783  0.023
H -3.897770 -0.723452 -3.420186  0.027
H -3.531385 -4.289569 -1.609437  0.017
H -4.352983 -3.306763 -2.832703  0.024
H -4.821919 -3.176484 -1.130143  0.001
Cl 0.639326 0.627323 -2.712253  0.588
C 2.218961 -0.172478 -2.914445  -0.953
Cl 1.997181 -1.841401 -3.543093  0.564
C 3.073189 -0.235166 -1.616717  -0.821
O 4.284042 -0.361774 -1.864376  -0.048
O 2.456048 -0.136956 -0.532659  -0.142
H 2.752786 0.372645 -3.676725  0.044
C 1.114470 -1.421283 5.424766  -0.236
Si 0.278075 0.192455 4.934566  -0.008
C 1.013916 1.492407 6.073157  -0.264
C -1.532571 0.045079 5.399845  -0.232
Se 0.698776 0.906610 2.867070  0.255
H 1.200446 -1.487534 6.518607  0.018
H 2.120272 -1.463233 4.992774  0.022
H 0.559065 -2.292629 5.067146  0.010
H 0.832609 1.232213 7.125683  0.018
H 0.573856 2.475791 5.870038  0.021
H 2.095590 1.569175 5.910389  0.020
H -1.642034 -0.061232 6.488940  0.024
H -1.990698 -0.823835 4.919414  -0.016
H -2.080938 0.937240 5.076573  0.029

Atoms 1-6, force components in eV/Å:
-0.5266 -0.1717 0.2153
-0.0691 0.3663 -0.0234
0.0032 -0.0367 0.0006
-0.2018 -0.2398 0.0151
-0.0214 -0.0118 -0.0266
-0.1085 0.1707 -0.0011